This record from OMol25 describes a structure of composition C36H25Br2F5N3O3SY. The level of theory is ωB97M-V/def2-TZVPD.

Output
ΔE to the lowest compared entry with this formula, charge and spin = 1.7 kcal/mol
HOMO level = -0.2841 Ha
Frontier orbital gap = 7.36 eV
E_tot = -213908.0069 eV

Each line ends with the Mulliken charge.
CARTESIAN COORDINATES (ANGSTROEM)
Y: 1.444 -1.050 -0.275  0.796
F: 4.282 2.891 4.240  -0.371
C: 4.111 2.393 3.017  0.586
C: 2.841 2.080 2.564  0.154
F: 1.785 2.262 3.352  -0.403
C: 2.704 1.549 1.299  0.241
F: 1.449 1.186 0.900  -0.248
C: 3.759 1.281 0.442  0.329
S: 3.522 0.474 -1.095  -0.451
C: 5.019 1.615 0.935  0.204
F: 6.110 1.375 0.201  -0.425
C: 5.199 2.162 2.193  0.307
F: 6.425 2.446 2.633  -0.325
C: 4.895 -2.178 0.719  -1.210
C: 4.111 -1.724 1.911  1.051
C: 4.785 -1.491 3.128  -1.020
C: 4.097 -1.083 4.230  -1.019
C: 2.697 -0.921 4.161  1.195
C: 1.866 -0.517 5.233  0.122
Br: 2.619 -0.142 6.930  -0.227
C: 0.522 -0.383 5.056  -0.516
C: -0.066 -0.634 3.805  -0.037
Br: -1.923 -0.397 3.585  -0.172
C: 0.680 -1.018 2.708  0.796
O: 0.211 -1.230 1.518  -0.656
C: 2.095 -1.170 2.913  -0.411
N: 2.807 -1.541 1.800  -0.237
H: 5.722 -2.815 1.032  0.581
H: 5.299 -1.326 0.170  0.205
H: 4.266 -2.741 0.031  -0.037
H: 5.856 -1.639 3.166  0.467
H: 4.607 -0.892 5.166  0.366
H: -0.107 -0.068 5.877  0.459
C: -6.363 4.294 -2.041  -1.456
C: -5.391 3.604 -1.123  1.123
C: -5.258 4.021 0.195  -0.827
C: -4.360 3.405 1.053  -0.852
C: -3.598 2.344 0.598  -0.536
C: -3.721 1.916 -0.720  -0.339
N: -2.893 0.844 -1.156  0.222
C: -3.340 -0.443 -1.304  0.708
C: -4.717 -0.724 -1.340  -0.575
C: -5.177 -2.012 -1.512  -0.744
C: -4.295 -3.083 -1.642  -0.802
C: -2.943 -2.828 -1.573  -0.403
C: -2.446 -1.532 -1.412  -0.091
C: -0.987 -1.387 -1.274  1.978
O: -0.437 -0.221 -1.288  -1.011
O: -0.246 -2.399 -1.106  -0.930
C: -4.604 2.546 -1.601  0.735
C: -4.714 2.114 -3.036  -1.722
H: -6.935 5.049 -1.503  0.389
H: -7.066 3.583 -2.481  0.303
H: -5.849 4.788 -2.868  0.326
H: -5.866 4.843 0.552  0.351
H: -4.265 3.743 2.077  0.397
H: -2.904 1.827 1.250  0.608
H: -1.897 0.941 -1.023  0.158
H: -5.422 0.086 -1.215  0.503
H: -6.246 -2.185 -1.537  0.400
H: -4.662 -4.092 -1.771  0.402
H: -2.223 -3.633 -1.628  0.462
H: -5.680 1.647 -3.240  0.359
H: -3.933 1.401 -3.289  0.316
H: -4.628 2.972 -3.706  0.491
C: 2.958 -2.884 -5.000  -0.061
C: 3.437 -3.593 -3.911  -0.992
C: 3.081 -3.175 -2.642  -0.172
N: 2.295 -2.123 -2.412  0.117
C: 1.829 -1.449 -3.471  -0.053
C: 2.136 -1.791 -4.774  -1.057
H: 3.217 -3.178 -6.009  0.399
H: 4.075 -4.456 -4.035  0.411
H: 3.435 -3.718 -1.774  0.421
H: 1.181 -0.604 -3.261  0.548
H: 1.735 -1.210 -5.591  0.403

Forces on the atoms, in the same order (eV/Å):
Y -0.5 -0.3 0.1
F 0.0 0.0 0.0
C 0.0 0.0 0.0
C 0.0 0.0 0.0
F 0.0 0.0 0.0
C -0.1 0.0 0.0
F 0.0 0.1 0.0
C 0.1 0.0 0.0
S 0.1 0.2 -0.1
C 0.0 0.0 0.0
F 0.0 0.0 0.0
C 0.0 0.0 0.0
F 0.0 0.0 0.0
C 0.0 0.0 0.0
C -0.1 0.0 0.0
C 0.1 0.0 0.0
C 0.0 0.0 0.0
C 0.0 0.0 -0.1
C 0.1 0.0 0.0
Br 0.0 0.0 0.0
C -0.2 0.0 0.0
C 0.0 0.0 0.0
Br 0.0 0.0 0.0
C 0.2 0.0 -0.1
O -0.1 0.0 0.0
C -0.2 0.0 0.0
N 0.3 -0.1 0.1
H 0.0 0.0 0.0
H 0.0 0.0 0.0
H 0.0 0.0 0.0
H 0.0 0.0 0.0
H 0.0 0.0 0.0
H 0.0 0.0 0.0
C 0.0 0.0 0.0
C 0.0 0.0 0.0
C 0.0 0.0 0.0
C 0.0 0.0 0.0
C 0.0 0.0 0.0
C 0.0 0.0 0.0
N -0.1 0.0 -0.1
C 0.0 0.1 0.0
C 0.0 0.0 0.0
C 0.0 0.0 0.0
C 0.0 0.0 0.0
C 0.0 0.0 0.0
C 0.1 -0.1 0.0
C -0.1 0.1 0.0
O 0.1 0.0 0.0
O 0.0 0.0 0.0
C 0.0 0.0 0.0
C 0.0 0.0 0.0
H 0.0 0.0 0.0
H 0.0 0.0 0.0
H 0.0 0.0 0.0
H 0.0 0.0 0.0
H 0.0 0.0 0.0
H 0.0 0.0 0.0
H 0.0 0.0 0.0
H 0.0 0.0 0.0
H 0.0 0.0 0.0
H 0.0 0.0 0.0
H 0.0 0.0 0.0
H 0.0 0.0 0.0
H 0.0 0.0 0.0
H 0.0 0.0 0.0
C 0.0 0.0 0.0
C 0.0 0.0 0.0
C 0.0 0.0 0.1
N 0.1 0.0 -0.1
C 0.0 0.0 0.0
C 0.0 0.0 0.0
H 0.0 0.0 0.0
H 0.0 0.0 0.0
H 0.0 0.0 0.0
H 0.0 0.0 0.0
H 0.0 0.0 0.0


This record from OMol25 describes a structure of composition C37H36Br2N5O2V. The level of theory is ωB97M-V/def2-TZVPD.

Output
Multiplicity = 4
ΔE to the lowest compared entry with this formula, charge and spin = 12.7 kcal/mol
HOMO level (spin up / spin down) = -0.3407 / -0.3955 Ha
⟨S²⟩ = 3.780
Frontier orbital gap (spin up / spin down) = 5.73 / 7.21 eV
E_tot = -216268.2647 eV
Net charge = +1

Each line ends with the Mulliken charge.
CARTESIAN COORDINATES (ANGSTROEM)
V: 0.223 0.301 0.217  -0.846
C: 1.762 -2.932 0.921  -0.215
C: 0.276 -3.033 0.940  0.572
C: -0.336 -4.285 1.007  -0.875
C: -1.708 -4.379 1.009  -0.824
C: -2.459 -3.215 1.019  -1.092
C: -1.790 -2.005 1.011  0.951
N: -0.450 -1.907 0.895  0.355
C: -2.513 -0.718 1.127  0.426
C: -3.875 -0.591 1.369  -0.715
C: -4.425 0.678 1.439  -1.078
C: -3.611 1.792 1.294  -1.345
C: -2.247 1.583 1.124  1.014
N: -1.731 0.359 1.043  0.993
C: -1.289 2.713 0.972  0.627
C: -1.669 4.010 1.277  -1.095
C: -0.743 5.032 1.145  -0.876
C: 0.536 4.718 0.744  -1.040
C: 0.873 3.394 0.473  0.577
C: 2.286 3.065 0.095  -1.128
N: -0.037 2.414 0.561  0.877
H: 2.131 -3.020 -0.103  -0.324
H: 2.201 -3.741 1.505  0.593
H: 2.073 -1.968 1.319  -0.655
H: 0.281 -5.173 1.036  0.516
H: -2.195 -5.346 1.023  0.469
H: -3.538 -3.258 1.041  0.378
H: -4.497 -1.468 1.474  0.452
H: -5.488 0.801 1.599  0.437
H: -4.031 2.784 1.331  0.438
H: -2.663 4.229 1.636  0.454
H: -1.018 6.053 1.376  0.452
H: 1.298 5.480 0.656  0.557
H: 2.968 3.698 0.662  0.586
H: 2.514 2.028 0.316  -0.163
H: 2.461 3.265 -0.965  0.219
Br: -0.344 -2.615 -2.247  0.058
C: 0.324 -4.224 -3.098  -0.681
Br: 1.740 -5.107 -2.155  -0.098
H: 0.695 -3.940 -4.072  0.380
H: -0.508 -4.909 -3.177  0.452
O: 7.041 -3.380 -0.470  -0.481
C: 6.369 -3.052 -1.591  0.619
O: 6.741 -3.447 -2.657  -0.544
C: 5.146 -2.191 -1.437  0.929
C: 4.853 -1.452 -0.295  -1.079
C: 3.708 -0.675 -0.227  0.219
C: 2.851 -0.623 -1.320  -0.292
C: 3.135 -1.365 -2.468  -0.332
C: 4.280 -2.137 -2.523  -1.261
N: 1.665 0.180 -1.258  1.003
C: 1.398 0.858 -2.332  -1.475
C: 0.057 1.353 -2.538  1.066
C: -0.260 2.214 -3.586  -1.085
C: -1.577 2.587 -3.768  -0.569
C: -2.540 2.066 -2.913  -0.979
C: -2.144 1.212 -1.900  -0.106
N: -0.871 0.865 -1.687  0.831
H: 6.587 -3.057 0.316  0.282
H: 5.518 -1.443 0.562  0.433
H: 3.468 -0.111 0.664  -0.485
H: 2.440 -1.363 -3.297  0.696
H: 4.521 -2.718 -3.404  0.460
H: 2.151 0.998 -3.103  0.584
H: 0.525 2.570 -4.241  0.552
H: -1.855 3.258 -4.570  0.464
H: -3.588 2.305 -3.035  0.475
H: -2.879 0.768 -1.240  0.526
C: 2.620 -0.365 5.126  -1.651
C: 2.998 0.673 4.061  1.562
C: 4.456 0.456 3.626  -1.725
C: 2.844 2.085 4.640  -1.608
C: 2.119 0.523 2.889  0.349
C: 1.388 0.397 1.920  0.672
H: 3.241 -0.235 6.017  0.412
H: 2.768 -1.379 4.750  0.313
H: 1.574 -0.256 5.414  0.343
H: 5.134 0.641 4.462  0.503
H: 4.724 1.131 2.811  0.303
H: 4.606 -0.573 3.288  0.254
H: 3.512 2.219 5.494  0.427
H: 1.818 2.254 4.972  0.341
H: 3.089 2.839 3.889  0.272

Forces on the atoms, in the same order (eV/Å):
V -0.6 -0.8 0.4
C 0.0 0.2 -0.1
C -0.2 0.1 0.1
C 0.0 0.0 0.0
C -0.1 -0.1 0.0
C 0.0 0.0 0.1
C 0.0 -0.1 -0.3
N 0.1 0.0 -0.2
C 0.1 0.0 0.2
C 0.0 0.0 -0.2
C 0.0 0.1 0.0
C 0.0 -0.3 0.2
C -0.1 0.5 0.0
N 0.1 0.4 -0.1
C 0.0 0.3 0.1
C 0.0 -0.1 0.0
C 0.0 0.0 0.0
C 0.0 0.0 0.0
C 0.0 0.0 0.0
C 0.0 0.0 0.0
N -0.2 0.2 -0.1
H 0.0 0.0 0.0
H 0.0 0.0 0.0
H 0.0 -0.1 0.1
H 0.0 0.0 0.0
H 0.0 0.0 0.0
H 0.0 0.0 0.0
H 0.0 0.1 0.0
H 0.0 0.0 0.0
H 0.0 0.0 0.0
H 0.0 0.0 0.0
H 0.0 0.0 0.0
H 0.0 0.0 0.0
H 0.0 0.0 0.0
H 0.0 0.0 0.0
H 0.0 0.0 0.0
Br 0.1 -0.1 -0.3
C -0.1 0.1 -0.1
Br 0.0 0.0 0.0
H 0.0 0.0 0.0
H 0.0 0.0 0.0
O 0.0 0.0 0.0
C 0.0 0.0 0.0
O 0.0 0.0 0.0
C 0.0 0.0 0.0
C 0.0 0.0 0.1
C 0.1 0.1 -0.1
C 0.2 0.3 0.2
C -0.1 0.1 0.1
C 0.0 0.0 0.0
N 0.4 -0.4 -0.4
C 0.1 -0.1 0.0
C 0.0 0.0 0.0
C 0.0 0.0 0.0
C 0.0 0.0 0.0
C 0.0 0.0 0.0
C 0.0 -0.1 0.0
N 0.1 0.1 0.0
H 0.0 0.0 0.0
H 0.0 0.0 0.0
H 0.0 0.0 0.0
H 0.0 0.0 0.0
H 0.0 0.0 0.0
H 0.0 0.0 -0.1
H 0.0 0.0 0.0
H 0.0 0.0 0.0
H 0.0 0.0 0.0
H 0.0 0.0 0.0
C 0.0 0.0 0.0
C 0.0 0.0 0.0
C 0.0 0.0 0.0
C 0.0 0.0 0.0
C -0.1 0.0 0.0
C 0.2 -0.1 0.2
H 0.0 0.0 0.0
H 0.0 0.0 0.0
H 0.0 0.0 0.0
H 0.0 0.0 0.0
H 0.0 0.0 0.0
H 0.0 0.0 0.0
H 0.0 0.0 0.0
H 0.0 0.0 0.0
H 0.0 0.0 0.0


This record from OMol25 describes a structure of composition C28H62ClInO7P. The level of theory is ωB97M-V/def2-TZVPD.

Output
HOMO level = -0.1843 Ha
Frontier orbital gap = 7.04 eV
E_tot = -71357.7826 eV
Net charge = -1

Each line ends with the Mulliken charge.
CARTESIAN COORDINATES (ANGSTROEM)
C: 7.102 -4.008 -1.031  -1.228
C: 6.296 -2.855 -0.380  -0.653
C: 6.890 -1.454 -0.711  -0.418
C: 6.051 -0.746 -1.790  -1.326
C: 4.841 0.106 -1.277  0.173
C: 4.580 0.019 0.225  0.172
C: 3.326 0.789 0.741  -1.191
C: 2.224 1.090 -0.283  -0.099
C: 2.417 2.384 -1.070  -0.289
C: 1.327 2.662 -2.119  -1.032
C: -0.129 2.480 -1.626  -0.723
C: -0.799 1.357 -2.431  -0.414
C: -2.278 1.197 -2.047  -0.938
C: -2.476 0.276 -0.834  -0.514
C: -2.139 -1.208 -1.175  -1.052
In: -3.951 -2.543 -1.260  0.603
C: -4.148 -3.797 0.597  -1.339
C: -2.803 -3.838 1.369  -0.350
C: -2.900 -2.850 2.513  -0.501
Cl: -1.439 -2.964 3.586  -0.277
C: -3.575 -4.034 -2.941  -0.884
C: -2.696 -5.038 -2.377  0.455
O: -3.042 -6.111 -1.961  -0.642
O: -1.390 -4.668 -2.310  -0.459
P: -6.132 -1.285 -1.663  0.390
O: -7.259 -2.098 -1.055  -0.690
H: 7.101 -4.841 -0.328  0.340
H: 6.653 -4.336 -1.965  0.294
H: 8.144 -3.736 -1.193  0.337
H: 6.279 -2.993 0.699  0.394
H: 5.307 -2.898 -0.831  0.336
H: 7.081 -0.847 0.170  0.224
H: 7.866 -1.641 -1.166  0.523
H: 5.684 -1.496 -2.491  0.441
H: 6.701 -0.090 -2.374  0.438
H: 3.973 -0.200 -1.852  0.141
H: 5.081 1.144 -1.494  0.038
H: 5.443 0.482 0.711  -0.296
H: 4.539 -0.998 0.612  0.309
H: 3.596 1.703 1.272  0.292
H: 2.865 0.145 1.492  0.349
H: 2.072 0.271 -0.989  0.103
H: 1.288 1.154 0.270  0.338
H: 2.450 3.213 -0.352  0.273
H: 3.376 2.425 -1.586  0.159
H: 1.459 3.699 -2.437  0.338
H: 1.530 2.060 -3.006  0.433
H: -0.667 3.404 -1.843  0.448
H: -0.201 2.307 -0.555  0.342
H: -0.300 0.408 -2.225  0.160
H: -0.723 1.615 -3.488  0.355
H: -2.802 0.752 -2.898  0.274
H: -2.720 2.166 -1.798  0.420
H: -3.516 0.339 -0.510  0.382
H: -1.814 0.617 -0.031  0.242
H: -1.665 -1.290 -2.152  0.470
H: -1.517 -1.603 -0.371  0.324
H: -4.440 -4.798 0.288  0.420
H: -4.949 -3.332 1.173  0.466
H: -2.634 -4.838 1.768  0.421
H: -1.991 -3.552 0.704  0.200
H: -3.754 -3.110 3.128  0.411
H: -2.958 -1.832 2.146  0.196
H: -4.507 -4.454 -3.301  0.358
H: -3.079 -3.509 -3.758  0.337
H: -0.949 -5.342 -1.767  0.311
H: -6.162 0.014 -1.067  -0.072
H: -6.348 -1.122 -3.067  -0.041
C: 7.717 2.949 0.846  -0.436
O: 6.666 3.449 1.655  -0.354
C: 6.662 2.903 2.965  -0.293
C: 7.298 3.842 3.971  -0.721
O: 8.682 4.038 3.714  -0.377
C: 8.952 5.245 3.022  -0.698
H: 7.829 3.613 -0.010  0.244
H: 8.668 2.910 1.384  0.372
H: 7.462 1.946 0.484  -0.016
H: 7.160 1.927 2.979  0.324
H: 5.616 2.749 3.246  0.351
H: 7.218 3.393 4.966  0.396
H: 6.769 4.800 3.991  0.352
H: 8.913 6.093 3.714  0.322
H: 8.250 5.412 2.203  0.302
H: 9.958 5.176 2.610  0.245
C: -10.552 2.077 -0.343  -0.747
O: -10.652 0.668 -0.388  -0.438
C: -9.438 0.011 -0.013  -0.250
C: -9.476 -0.461 1.423  -0.455
O: -9.548 0.629 2.345  -0.367
C: -10.859 0.869 2.812  -0.755
H: -11.564 2.486 -0.346  0.250
H: -10.038 2.423 0.557  0.319
H: -10.021 2.445 -1.229  0.326
H: -8.576 0.663 -0.184  0.244
H: -9.327 -0.862 -0.659  0.337
H: -8.548 -0.998 1.633  0.343
H: -10.310 -1.152 1.581  0.280
H: -11.126 0.138 3.584  0.313
H: -11.595 0.829 2.006  0.334
H: -10.881 1.867 3.254  0.244

Forces on the atoms, in the same order (eV/Å):
C -0.2 0.1 0.8
C 0.9 0.4 -0.6
C 0.0 -0.8 -0.9
C 0.0 0.6 0.5
C 0.7 -0.6 0.1
C -0.1 0.8 0.3
C -0.2 -0.8 -0.3
C 0.1 0.2 -0.1
C -0.2 0.2 0.0
C 0.2 0.4 0.7
C 0.4 -0.1 -1.2
C -0.7 0.5 0.9
C 0.1 -0.4 0.2
C 0.3 -0.7 -0.6
C -1.0 0.3 0.4
In 0.8 -0.3 0.2
C 0.4 0.6 -0.7
C -0.9 0.3 -0.2
C 0.4 -0.6 -0.2
Cl -0.1 0.2 0.0
C 0.1 0.7 -0.4
C -0.6 0.4 -0.5
O -0.1 -1.2 0.7
O 0.6 0.2 0.2
P -0.2 -1.1 0.6
O -0.2 0.1 -0.1
H 0.0 -0.3 -0.3
H 0.1 0.0 -0.1
H 0.0 0.0 -0.1
H -0.3 -0.1 0.0
H -0.4 0.0 0.6
H -0.2 0.1 0.1
H 0.1 0.1 0.1
H 0.1 -0.1 0.0
H 0.0 0.0 0.0
H -0.2 0.2 0.0
H -0.3 0.1 -0.2
H 0.1 -0.1 0.1
H 0.0 -0.2 -0.3
H 0.1 0.1 -0.2
H 0.0 0.0 0.2
H 0.1 -0.2 0.1
H -0.1 0.1 0.0
H -0.1 0.0 0.0
H 0.1 -0.2 0.1
H 0.0 0.0 -0.1
H -0.2 -0.2 0.0
H -0.1 0.0 0.1
H 0.1 0.0 0.0
H 0.2 0.0 -0.3
H 0.2 -0.2 -0.1
H -0.3 0.1 0.1
H 0.0 0.1 -0.4
H 0.1 0.3 0.2
H -0.2 0.1 0.1
H 0.3 -0.1 0.2
H 0.3 -0.2 -0.3
H -0.2 0.0 0.0
H -0.1 -0.3 0.2
H 0.2 0.0 0.0
H 0.3 -0.2 0.2
H 0.0 0.2 0.2
H -0.1 0.2 0.1
H 0.0 -0.2 0.2
H 0.0 0.2 0.1
H -0.2 0.0 -0.2
H 0.1 0.3 -0.7
H 0.0 0.7 0.2
C -0.1 -0.1 -0.1
O 0.2 0.0 0.1
C -0.3 0.2 -0.1
C 0.2 -0.2 0.1
O -0.1 0.1 -0.2
C 0.1 0.0 0.1
H -0.1 0.0 0.0
H 0.0 0.0 0.0
H 0.1 0.0 0.0
H 0.1 0.0 0.0
H 0.0 0.0 0.0
H 0.0 0.0 0.0
H 0.0 0.0 -0.1
H 0.0 0.1 -0.1
H 0.0 0.0 0.0
H 0.0 0.0 0.1
C -0.1 -0.1 -0.1
O 0.1 0.2 0.2
C -0.3 -0.3 -0.2
C 0.4 0.1 0.1
O -0.2 0.0 -0.1
C 0.1 0.0 0.1
H 0.0 0.0 0.0
H 0.0 0.0 0.0
H 0.0 0.1 0.1
H 0.0 0.0 0.0
H 0.1 0.0 0.0
H 0.0 0.0 -0.1
H 0.0 0.0 0.0
H -0.1 0.0 0.0
H 0.0 0.0 0.0
H 0.0 0.0 0.0